(1)
Here is the molecule C22H36N4O4S in a non-equilibrium geometry from the Open Molecules 2025 dataset. Energies are from ωB97M-V/def2-TZVPD.

Last column: Löwdin charge in e.
CARTESIAN COORDINATES (ANGSTROEM)
C: -5.2404 1.2043 -3.1353  -0.068
H: -6.0409 1.7919 -2.6915  0.068
H: -5.3604 0.1727 -2.8157  0.067
H: -5.3376 1.2517 -4.2169  0.073
C: -3.8743 1.7481 -2.7060  -0.226
N: -3.6632 1.7016 -1.2772  -0.106
C: -3.2258 0.5510 -0.6561  -0.228
C: -2.9064 0.5280 0.7109  -0.026
C: -2.3968 -0.6013 1.3324  -0.276
C: -2.2081 -1.7622 0.5944  -0.079
C: -2.5247 -1.7649 -0.7496  -0.080
C: -3.0227 -0.6363 -1.3719  -0.046
H: -3.2568 -0.6978 -2.4214  0.094
H: -2.3789 -2.6637 -1.3300  0.109
H: -1.7988 -2.6418 1.0623  0.109
C: -2.0003 -0.5618 2.7767  -0.037
H: -0.9119 -0.5886 2.8424  0.059
H: -2.3885 -1.4301 3.3054  0.083
H: -2.3616 0.3400 3.2670  0.076
H: -3.0669 1.4016 1.3253  0.095
C: -4.1610 2.8502 -0.5575  -0.165
H: -4.4150 2.5742 0.4666  0.116
H: -5.0917 3.1758 -1.0377  0.117
C: -3.1929 4.0445 -0.5549  -0.145
H: -3.7481 4.9328 -0.2482  0.113
C: -1.9868 3.9011 0.3776  -0.172
N: -1.0469 2.8828 -0.0283  0.088
C: -0.0464 3.1497 -0.8863  -0.472
O: 0.1282 4.2462 -1.3821  0.062
C: 0.9318 1.9998 -1.1239  -0.221
C: 0.2961 0.6618 -1.5031  -0.117
C: 1.4016 -0.3680 -1.7390  -0.182
N: 2.2503 -0.5291 -0.5733  -0.211
S: 1.6159 -1.4984 0.6402  0.638
O: 0.7060 -2.4131 0.0331  -0.261
O: 1.1876 -0.7316 1.7727  -0.266
N: 2.9062 -2.4008 1.1431  -0.236
C: 3.5219 -3.2339 0.1359  -0.170
H: 2.7224 -3.6315 -0.4870  0.120
C: 4.2805 -4.3588 0.8465  -0.183
H: 4.8538 -4.9520 0.1327  0.129
O: 5.2141 -3.8427 1.7675  -0.128
C: 4.5856 -3.0399 2.7397  -0.183
H: 5.3770 -2.6887 3.4035  0.129
C: 3.8626 -1.8607 2.0808  -0.173
H: 3.3116 -1.2717 2.8129  0.123
H: 4.6082 -1.2323 1.5704  0.127
H: 3.8590 -3.6367 3.3089  0.132
H: 3.5580 -5.0021 1.3686  0.131
H: 4.2152 -2.6454 -0.4829  0.131
C: 2.8293 0.7164 -0.1084  -0.184
C: 1.7822 1.8024 0.1357  -0.123
H: 1.1486 1.4899 0.9671  0.107
H: 2.2820 2.7346 0.4046  0.131
H: 3.5488 1.0464 -0.8661  0.134
H: 3.3621 0.5027 0.8174  0.104
H: 2.0414 -0.0646 -2.5742  0.133
H: 0.9715 -1.3465 -1.9485  0.113
H: -0.3373 0.2830 -0.6990  0.100
H: -0.3104 0.7638 -2.4042  0.127
H: 1.5853 2.3256 -1.9421  0.152
H: -1.2262 1.9338 0.2677  0.100
H: -2.3164 3.6841 1.3969  0.119
H: -1.4420 4.8497 0.3752  0.121
H: -2.8181 4.2147 -1.5650  0.109
H: -3.0760 1.1955 -3.2072  0.109
H: -3.7900 2.7912 -3.0231  0.116

SMILES: CCN(CCCNC(=O)C1CCN(S(=O)(=O)N2CCOCC2)CC1)c1cccc(C)c1
max |F|: 1.0 eV Å⁻¹

=====

(2)
Here is a structure of composition C18H33Br6N3O4 in a non-equilibrium geometry from the Open Molecules 2025 dataset. Energies are from ωB97M-V/def2-TZVPD.

Last column: Löwdin charge in e.
CARTESIAN COORDINATES (ANGSTROEM)
N: 1.4904 -0.1508 3.4358  0.025
C: 0.8212 -1.1665 4.0086  -0.148
C: 0.1625 -0.7189 5.1200  -0.105
C: 0.2817 0.6829 5.0540  -0.143
C: 1.1523 1.0363 4.0776  -0.154
H: 2.0320 -0.2764 2.6373  0.072
H: 0.9440 -2.1914 3.5764  0.136
H: -0.4357 -1.3120 5.8012  0.092
H: -0.1635 1.4233 5.7314  0.101
H: 1.5169 1.9977 3.8049  0.045
N: -1.1335 1.4918 1.4484  0.034
C: -2.1252 2.0158 0.6573  -0.131
C: -1.6166 2.0352 -0.6014  -0.122
C: -0.3618 1.3492 -0.6212  -0.078
C: -0.1186 0.9885 0.6905  -0.151
H: -1.2932 1.0798 2.3482  0.110
H: -3.0143 2.4444 1.1321  0.114
H: -2.2170 2.3403 -1.4520  0.080
H: 0.2574 1.2080 -1.4591  0.074
H: 0.7095 0.4193 1.1007  0.080
N: -2.1244 -1.7062 -3.6859  0.027
C: -2.2759 -3.0379 -3.6769  -0.151
C: -1.0649 -3.6167 -4.0519  -0.091
C: -0.1134 -2.5416 -4.2171  -0.115
C: -0.7772 -1.3777 -3.9815  -0.126
H: -2.8542 -1.0335 -3.5604  0.108
H: -3.1369 -3.5681 -3.4286  0.092
H: -0.7150 -4.6107 -4.1801  0.075
H: 0.9069 -2.6946 -4.3984  0.074
H: -0.3897 -0.4042 -4.2183  0.095
C: -4.3914 1.5818 -3.8365  -0.127
O: -4.2291 0.7325 -2.6673  -0.140
H: -3.6468 2.3517 -3.8485  0.061
H: -4.1893 1.0095 -4.7785  0.087
H: -5.3872 2.0172 -3.7961  0.077
H: -3.4287 1.0227 -2.2292  0.018
C: -1.2905 -2.1600 -0.0262  -0.161
O: -0.0879 -2.1066 0.6761  -0.124
H: -2.1399 -2.6122 0.5352  0.078
H: -1.6148 -1.1131 -0.3434  0.088
H: -1.1083 -2.7379 -0.9196  0.058
H: 0.3341 -1.2625 0.5766  0.001
C: 3.0070 -1.5979 -0.6271  -0.124
O: 2.8347 -0.7862 0.5116  -0.194
H: 4.0485 -1.8390 -0.7083  0.078
H: 2.4048 -2.4928 -0.4834  0.082
H: 2.5707 -1.0561 -1.4510  0.067
H: 3.4659 -0.1103 0.7689  -0.048
C: 4.8243 1.9314 -3.0035  -0.169
O: 3.6519 1.1464 -2.7512  -0.155
H: 5.4118 1.4281 -3.8236  0.094
H: 4.6549 2.9683 -3.3310  0.078
H: 5.4203 1.9677 -2.0649  0.005
H: 2.9014 1.6994 -2.4519  0.084
C: 5.2719 2.0060 2.3733  -1.654
Br: 3.7631 3.1301 2.4430  0.647
Br: 5.3852 1.2886 0.5834  0.699
Br: 5.2153 0.6561 3.7024  0.635
H: 6.2003 2.5730 2.5704  -0.007
C: -4.7545 0.0726 4.3531  -1.781
Br: -3.9240 -0.6378 2.7890  0.601
Br: -6.3669 -0.8114 4.6958  0.607
Br: -5.0116 1.8953 4.2664  0.633
H: -4.1389 -0.2600 5.2047  -0.014

max |F|: 3.0 eV Å⁻¹

=====

(3)
Here is a cluster of 10 separate species, C34H86N2O10S8 in total in a non-equilibrium geometry from the Open Molecules 2025 dataset. Energies are from ωB97M-V/def2-TZVPD.

Last column: Löwdin charge in e.
CARTESIAN COORDINATES (ANGSTROEM)
C: -7.1019 -2.7916 5.7501  -0.240
S: -5.8370 -1.6204 5.0505  0.829
O: -6.0109 -0.2612 5.7734  -0.599
C: -4.2829 -2.3519 5.6610  -0.270
H: -6.6903 -3.2429 6.6529  0.046
H: -7.2322 -3.4852 4.9194  0.038
H: -8.0181 -2.2311 5.9363  0.051
H: -3.4745 -1.9823 5.0301  0.044
H: -4.3832 -3.4350 5.5907  0.045
H: -4.1192 -2.0956 6.7077  0.057
C: -1.4680 8.5913 -9.9166  -0.276
S: -2.4227 8.8789 -8.3220  0.862
O: -3.8187 9.4229 -8.6614  -0.593
C: -2.8708 7.0715 -8.3098  -0.261
H: -1.0342 9.5291 -10.2638  0.035
H: -2.1410 8.3395 -10.7362  0.047
H: -0.6877 7.8393 -10.0340  0.050
H: -3.2371 6.8511 -9.3124  0.048
H: -3.6523 6.7879 -7.6049  0.052
H: -1.8990 6.6843 -8.0035  0.036
C: 5.2325 -1.9648 -5.2938  -0.249
S: 4.9672 -2.4266 -7.0687  0.812
O: 6.0451 -3.4507 -7.3735  -0.586
C: 3.3749 -3.3466 -7.0020  -0.250
H: 6.2749 -1.7085 -5.1048  0.052
H: 4.9895 -2.8442 -4.6973  0.043
H: 4.4822 -1.1997 -5.0940  0.042
H: 3.0399 -3.1924 -8.0277  0.034
H: 2.6684 -2.9613 -6.2668  0.049
H: 3.6786 -4.3746 -6.8043  0.051
C: -9.9009 0.3307 0.5227  -0.252
S: -11.7248 0.7672 0.4125  0.818
O: -12.4333 -0.3965 -0.2279  -0.584
C: -12.1497 0.8604 2.2608  -0.227
H: -9.8821 -0.6396 1.0191  0.044
H: -9.3566 1.0482 1.1367  0.040
H: -9.4153 0.2548 -0.4501  0.045
H: -11.1977 1.1804 2.6844  0.028
H: -12.4407 -0.1228 2.6306  0.050
H: -12.9252 1.6133 2.4015  0.038
C: 2.0300 -1.8467 8.9871  -0.258
S: 2.5638 -1.8381 7.1729  0.836
O: 4.0650 -2.2371 6.9608  -0.596
C: 1.5066 -3.2607 6.5404  -0.235
H: 2.1144 -2.8057 9.4984  0.047
H: 0.9786 -1.5782 9.0902  0.039
H: 2.4988 -1.0711 9.5926  0.043
H: 0.5756 -3.2178 7.1056  0.038
H: 2.1755 -4.0314 6.9234  0.038
H: 1.4240 -3.2937 5.4541  0.046
C: -3.7567 5.0702 5.2622  -0.251
S: -2.0766 4.9128 6.0219  0.825
O: -2.2617 4.9149 7.5205  -0.581
C: -1.8414 3.1312 5.7903  -0.268
H: -3.6731 5.3340 4.2079  0.044
H: -4.1617 5.9663 5.7323  0.043
H: -4.3869 4.2012 5.4517  0.050
H: -1.4520 2.8471 4.8127  0.045
H: -2.8035 2.6190 5.7963  0.045
H: -1.1635 2.8502 6.5962  0.049
C: 6.6691 5.6916 5.3809  -0.292
S: 5.6517 6.4862 4.0600  0.865
O: 5.7166 5.5416 2.8544  -0.612
C: 3.9870 5.7439 4.6919  -0.211
H: 6.5642 6.0365 6.4096  0.047
H: 7.7526 5.6964 5.2629  0.043
H: 6.4167 4.6312 5.3850  0.048
H: 4.0283 5.4881 5.7507  0.037
H: 3.8076 4.8284 4.1283  0.047
H: 3.2875 6.5264 4.3977  0.029
C: 4.6691 3.5885 -9.6067  -0.273
S: 5.3594 4.2270 -8.0294  0.827
O: 4.9512 3.2503 -6.9553  -0.575
C: 7.0810 3.8007 -8.5608  -0.257
H: 4.8775 2.5270 -9.7409  0.059
H: 4.9660 4.1983 -10.4600  0.053
H: 3.6281 3.8527 -9.4207  0.034
H: 7.7443 3.7192 -7.6997  0.053
H: 7.3560 4.7170 -9.0831  0.036
H: 7.0747 3.0155 -9.3168  0.044
C: 1.3943 -7.7162 -0.5628  -0.013
C: 1.1985 -6.7005 0.6218  -0.510
C: 1.4739 -7.2303 1.9765  -0.159
C: 3.0019 -7.3859 2.2157  -0.138
C: 3.7529 -5.9829 2.0707  -0.131
C: 3.4693 -5.3156 0.6967  -0.439
N: 1.9785 -5.4088 0.4104  -0.057
O: 1.6742 -4.6155 -0.7588  -0.033
C: 3.9628 -3.8363 0.7344  -0.042
C: 4.5340 -6.0437 -0.2799  -0.032
C: -0.2919 -6.4198 0.6064  -0.064
H: 1.0620 -7.3510 -1.5346  0.083
H: 0.8325 -8.6198 -0.3262  0.084
H: 2.4701 -7.8460 -0.6808  0.059
H: 0.9796 -6.6274 2.7383  0.121
H: 1.1204 -8.2535 2.1037  0.123
H: 3.3478 -8.1714 1.5438  0.096
H: 3.2827 -7.8076 3.1807  0.101
H: 4.8249 -6.1174 2.2151  0.105
H: 3.7120 -5.3553 2.9609  0.104
H: 5.0525 -3.8476 0.7084  0.079
H: 3.7132 -3.2623 -0.1579  0.072
H: 3.7598 -3.3090 1.6665  0.082
H: 4.3940 -7.1193 -0.1717  0.050
H: 4.2389 -5.7825 -1.2962  0.077
H: 5.5731 -5.8623 -0.0050  0.077
H: -0.7529 -6.1864 -0.3533  0.084
H: -0.6954 -5.7793 1.3906  0.085
H: -0.7371 -7.3975 0.7908  0.081
H: 1.9958 -3.7522 -0.4887  0.057
C: -2.9909 1.7229 0.2496  -0.006
C: -2.0912 0.7296 -0.5565  -0.541
C: -2.4421 0.8811 -2.0672  -0.131
C: -1.8232 2.1150 -2.7831  -0.169
C: -0.3254 1.9818 -2.5810  -0.179
C: 0.2040 1.8583 -1.1237  -0.460
N: -0.6754 0.7818 -0.4830  -0.086
O: -0.2052 0.2110 0.7485  -0.022
C: 1.7630 1.3647 -1.2589  0.001
C: 0.1339 3.1698 -0.4652  -0.048
C: -2.5081 -0.6559 -0.3574  -0.075
H: -2.6715 2.7523 0.0869  0.060
H: -3.0190 1.6552 1.3371  0.075
H: -4.0602 1.6096 0.0708  0.078
H: -2.1702 0.0347 -2.6980  0.116
H: -3.5156 0.9669 -2.2354  0.113
H: -2.0241 3.0489 -2.2583  0.093
H: -2.0112 2.3970 -3.8191  0.113
H: 0.1411 2.8854 -2.9735  0.114
H: 0.0412 1.2315 -3.2816  0.113
H: 2.3040 2.1088 -1.8435  0.082
H: 2.0646 1.1129 -0.2422  0.069
H: 1.6913 0.4336 -1.8210  0.067
H: 0.9714 3.7226 -0.8907  0.093
H: -0.8600 3.6171 -0.4836  0.072
H: 0.3508 2.9622 0.5826  0.093
H: -2.0415 -1.4107 -0.9904  0.095
H: -3.5977 -0.6333 -0.3773  0.098
H: -2.1104 -1.1449 0.5318  0.080
H: 0.2664 -0.5650 0.4373  0.092

max |F|: 3.9 eV Å⁻¹

=====

Number 1: HOMO -7.43 eV, frontier orbital gap 8.17 eV, LUMO energy 0.73 eV. Number 2: HOMO -8.07 eV, frontier orbital gap 7.83 eV, LUMO energy -0.24 eV. Number 3: HOMO -8.16 eV, frontier orbital gap 8.02 eV, LUMO energy -0.14 eV.